No. 1
C7H11N | ωB97M-V/def2-TZVPD

```
19
Properties=species:S:1:pos:R:3:forces:R:3
C 1.9056 1.4608 0.3370 -1.32 -2.17 -0.70
C 1.9237 0.3560 -0.5171 0.87 0.63 2.13
N 1.6369 -1.0343 -0.1527 0.91 -0.21 -2.00
C 0.5580 -1.3183 0.8996 0.21 -1.73 -1.57
C -0.5596 -0.5124 0.5022 -3.25 1.55 -3.11
C -1.4205 0.4172 0.9404 -0.70 0.72 0.62
C -2.3679 0.4777 -0.2876 1.60 -0.74 0.31
C -1.1745 -0.4411 -0.9775 0.34 2.40 1.61
H 2.2360 2.3969 -0.1302 -0.24 -0.34 0.55
H 1.3865 1.4536 1.3606 1.10 0.08 -1.71
H 2.4220 0.6065 -1.4915 -0.70 -1.10 0.80
H 1.8287 -1.7776 -0.9894 -1.09 2.57 3.12
H 0.7409 -1.0139 1.9605 0.91 -0.95 -0.77
H 0.1635 -2.4580 0.7100 1.50 2.58 0.97
H -1.5400 1.0314 1.8735 0.35 -0.95 -0.76
H -2.5735 1.4781 -0.7382 0.24 -0.82 0.26
H -3.3155 -0.0365 -0.0195 0.57 0.17 -0.60
H -1.2738 -1.2831 -1.5988 -1.04 -1.70 -0.23
H -0.5763 0.1970 -1.6815 -0.25 0.02 1.08
```
Positions in Å, forces in eV/Å.

Output
2S+1: 1
Gap between HOMO and LUMO, eV: 8.97
Highest occupied orbital energy, eV: -8.07
SMILES: C=CNCC1=CCC1

No. 2
C7H11N | ωB97M-V/def2-TZVPD

```
19
Properties=species:S:1:pos:R:3:forces:R:3
C 2.3271 0.0472 -0.0949 2.03 -1.08 -1.82
C 1.6003 1.1329 -0.0150 -0.39 1.38 0.55
C 0.2089 0.7250 0.3479 -0.09 1.29 0.91
C -0.9985 1.3098 -0.2933 -2.82 0.15 0.78
C -2.0273 0.0745 -0.0253 -0.10 -0.23 0.09
C -1.1159 -1.1850 -0.0242 -0.54 -1.32 -0.73
N 0.1554 -0.6099 -0.1714 -0.27 1.37 0.03
C 1.3952 -1.1983 -0.0029 2.42 -0.32 -1.52
H 3.4113 0.0583 -0.4837 -1.76 -0.37 1.08
H 1.9139 2.1865 -0.0616 -0.03 -0.68 -0.05
H 0.1134 0.9346 1.4852 -0.01 -0.98 -0.95
H -0.8005 1.5570 -1.3376 -0.32 -0.29 -0.02
H -1.4709 2.1918 0.2196 0.79 -0.58 -0.49
H -2.4650 0.1258 1.0411 0.43 0.37 -1.83
H -2.8213 -0.1183 -0.7842 0.36 0.81 0.70
H -1.2707 -1.9587 -0.8688 -0.13 1.23 1.13
H -1.2475 -1.7290 0.9240 0.03 -0.14 0.04
H 1.4586 -1.6119 0.9775 0.58 -1.06 0.99
H 1.6334 -1.9323 -0.8323 -0.17 0.44 1.13
```
Positions in Å, forces in eV/Å.

Output
2S+1: 1
Gap between HOMO and LUMO, eV: 9.34
Highest occupied orbital energy, eV: -8.15
SMILES: C1=C[C@H]2CCCN2C1

No. 3
C7H11N | ωB97M-V/def2-TZVPD

```
19
Properties=species:S:1:pos:R:3:forces:R:3
C -0.9307 -0.8798 1.8003 1.11 -2.71 0.29
C -0.9730 0.0076 -0.0847 0.92 -2.10 1.14
C -0.2074 0.6431 -1.2512 -1.45 3.42 0.23
C 0.7560 -0.4567 -1.5551 0.80 -2.44 -0.42
C 1.3725 -0.0659 -0.2257 0.07 -2.58 2.09
C 1.0193 1.3415 -0.5331 -0.09 1.49 0.28
C 0.2090 -0.3344 0.8190 -0.03 2.00 1.36
H -1.3810 -1.8444 1.4335 0.56 0.39 0.78
H -0.6506 -0.8958 2.9092 -0.73 0.13 -1.56
H -2.6257 -0.0997 1.0238 -2.14 -0.48 0.35
H -1.3190 -1.0246 -0.5203 0.06 1.56 0.83
H -0.7570 1.1729 -2.0393 0.12 -0.27 0.15
H 1.4399 -0.1623 -2.3918 -0.76 -0.76 0.48
H 0.3512 -1.5369 -1.5145 0.68 1.59 -0.89
H 2.3245 -0.3806 0.1261 1.05 -0.11 -0.11
H 0.9471 2.0622 0.3113 -0.55 -0.55 -0.51
H 1.7824 1.7418 -1.1777 0.01 0.26 -0.84
H 0.3716 0.5115 1.6086 -0.05 -0.54 -1.92
N -1.7293 0.2005 1.2616 0.42 1.71 -1.72
```
Positions in Å, forces in eV/Å.

Output
2S+1: 1
Gap between HOMO and LUMO, eV: 10.27
Highest occupied orbital energy, eV: -9.16

No. 4
C7H11N | ωB97M-V/def2-TZVPD

```
19
Properties=species:S:1:pos:R:3:forces:R:3
C -0.0331 -1.1636 -0.3139 1.31 -1.59 -0.67
C -1.1657 -0.0249 -0.2889 -0.98 -3.22 -4.05
C -0.3844 0.2674 -1.7313 -3.38 0.49 -1.45
C 0.9382 0.0046 -0.8499 -10.03 0.46 1.95
C 0.6837 1.1265 0.0656 0.82 5.07 2.06
C 0.4944 0.8989 1.5721 -0.51 -4.04 -3.83
C -0.7681 1.0767 0.5561 3.17 2.98 3.03
H -0.4487 -2.8157 1.0861 2.29 3.84 -0.87
H 1.2202 -2.1287 0.9307 -2.56 0.40 0.38
H 0.2293 -2.0981 -1.1450 -2.13 2.96 1.38
H -2.2548 -0.1834 -0.3846 0.62 -0.68 0.13
H -0.7840 -0.4794 -2.6482 1.52 1.82 2.59
H -0.8213 1.3126 -1.9338 1.79 -1.12 -0.43
H 1.8180 -0.0368 -1.1888 6.76 -1.08 -2.87
H 0.9279 2.2316 -0.2802 0.18 -2.51 0.58
H 0.8092 -0.1871 1.8043 -0.92 2.46 0.39
H 0.7550 1.6867 2.1611 0.33 1.95 1.76
H -1.2320 2.1684 0.8478 0.47 -3.26 -1.58
N 0.1703 -1.7976 0.9559 1.27 -4.94 1.50
```
Positions in Å, forces in eV/Å.

Output
2S+1: 1
Gap between HOMO and LUMO, eV: 9.42
Highest occupied orbital energy, eV: -8.50

No. 5
C7H11N2 | ωB97M-V/def2-TZVPD

```
20
Properties=species:S:1:pos:R:3:forces:R:3
N 1.4491 -2.5491 0.8381 1.36 1.12 -1.01
C 0.3746 -2.1442 -0.0033 -0.36 -1.00 -1.42
C -0.0696 -0.7559 0.1261 -0.54 -2.37 -0.88
N -1.2361 -0.4119 -0.3091 1.18 6.13 1.53
C -1.1748 1.2656 -0.0457 1.35 -3.21 -0.80
C -1.4617 2.5415 -0.6712 -3.11 1.02 -1.62
C -0.1021 1.9530 -0.8917 -1.19 1.23 1.17
C 0.1514 1.5805 0.5309 1.48 -2.08 0.93
C 0.9009 0.2344 0.5902 -2.76 2.74 -2.97
H 2.0443 -3.2497 0.4455 0.18 -0.26 0.09
H 1.2511 -2.6734 1.8093 -0.34 -0.28 0.19
H 0.4470 -2.1650 -1.1581 1.17 -0.44 1.54
H -0.3880 -2.8689 0.1288 -1.74 -0.23 0.01
H -1.9819 -0.7338 -0.9052 0.12 -1.00 0.28
H -1.7549 3.3286 0.0877 0.71 -0.54 -1.25
H -2.1324 2.4812 -1.5825 0.77 0.48 1.12
H 0.2758 1.6634 -1.8871 0.02 0.03 1.02
H 0.3444 2.1289 1.4820 -0.56 0.58 -1.25
H 1.3144 0.0333 1.4614 1.56 -1.23 4.32
H 1.7487 0.3415 -0.0462 0.68 -0.68 -1.01
```
Positions in Å, forces in eV/Å.

Output
Total charge: +1
2S+1: 1
Gap between HOMO and LUMO, eV: 9.17
Highest occupied orbital energy, eV: -13.37
SMILES: NCC1=[NH+][C@@]23C[C@H]2[C@@H]3C1

No. 6
C7H11N2 | ωB97M-V/def2-TZVPD

```
20
Properties=species:S:1:pos:R:3:forces:R:3
C 1.0369 -0.5632 1.4767 1.61 -3.29 -1.22
C 1.8435 -1.7079 1.5473 -1.13 2.29 -2.51
C 1.4196 -1.1786 -0.5844 -0.66 -0.50 0.65
C -0.1336 1.2750 -1.4891 -0.15 0.28 -1.12
C -1.6712 -0.4717 -0.3999 0.68 0.11 2.43
C -0.7729 1.6339 0.7499 -0.58 -3.62 2.19
C -0.5351 0.5421 -0.3116 1.44 -0.51 2.44
N 0.7108 -0.3171 0.1506 0.64 -0.62 0.72
N 2.0844 -2.0425 0.2103 -0.11 1.11 0.78
H 1.3415 -1.3375 -1.6357 0.02 0.27 -0.52
H 0.6372 -0.0578 2.2514 -1.20 1.65 2.18
H -0.9713 1.4629 -2.1286 -0.01 0.29 -0.72
H 0.7072 1.9769 -1.4759 -0.31 -0.47 0.00
H -1.9023 -1.0169 0.5871 0.59 1.01 -1.39
H -1.3555 -1.1620 -1.1056 0.14 -1.66 -1.42
H -2.5518 -0.0048 -0.7237 -1.29 0.71 -0.51
H -1.6312 2.0907 0.4293 -2.09 1.59 -0.80
H -1.0728 1.2189 1.7840 0.67 0.46 -1.48
H 0.0131 2.2988 0.8223 1.62 1.40 0.23
H 2.8034 -2.6393 -0.1542 0.11 -0.51 0.08
```
Positions in Å, forces in eV/Å.

Output
Total charge: +1
2S+1: 1
Gap between HOMO and LUMO (spin up / spin down), eV: 6.43 / 10.33
Highest occupied orbital energy (spin up / spin down), eV: -12.81 / -14.52

No. 7
C7H11N2 | ωB97M-V/def2-TZVPD

```
20
Properties=species:S:1:pos:R:3:forces:R:3
C 2.2399 0.1789 0.7249 1.38 -1.88 0.23
C 1.4844 1.1099 0.0381 -0.86 -0.53 1.06
C 0.3164 0.3895 -0.3065 1.58 0.33 0.39
C -4.0472 -0.5814 -0.0154 -2.52 -0.42 -1.36
C -2.8866 -0.7630 0.3867 0.39 0.34 0.56
C 1.7107 2.5732 -0.0809 -0.43 0.94 -1.77
C -0.3584 -2.0369 -0.4111 0.17 2.72 -2.76
N 1.6194 -1.0253 0.6145 -0.57 -0.97 0.58
N 0.3985 -0.8869 0.0676 0.91 2.23 -1.05
H 3.2198 0.1328 1.2649 -1.09 0.62 -0.75
H -5.0487 -0.6704 -0.4997 1.24 0.09 0.78
H -3.6069 0.4595 0.2117 0.23 0.40 0.19
H -0.4621 0.7674 -0.8813 -1.47 0.31 -0.68
H 1.5562 3.1184 0.8369 1.08 -0.12 0.74
H 2.6164 2.8436 -0.7112 -0.96 -0.26 1.29
H 0.8497 3.0401 -0.5863 0.24 -0.50 -0.56
H -0.2076 -2.0962 -1.5423 -0.31 -0.28 1.63
H 0.1397 -2.7296 0.1221 0.76 -3.59 1.29
H -1.3690 -1.8266 -0.1122 -0.27 -0.57 -0.03
H 1.8355 -1.9972 0.8795 0.51 1.13 0.23
```
Positions in Å, forces in eV/Å.

Output
Total charge: +1
2S+1: 1
Gap between HOMO and LUMO, eV: 10.72
Highest occupied orbital energy, eV: -13.99

No. 8
C7H11N2O | ωB97M-V/def2-TZVPD

```
21
Properties=species:S:1:pos:R:3:forces:R:3
C -2.2345 0.8678 0.9547 -1.25 -1.19 -1.84
C -1.9746 -0.1222 -0.1786 0.34 1.92 -0.44
C -1.0894 0.5154 -1.2882 -1.90 -2.28 0.14
N -0.0539 1.1292 -0.5566 1.70 1.97 -0.06
C 1.3229 1.2913 -0.7370 -0.27 0.88 -0.66
C 2.1850 0.0467 -0.8535 -2.23 -1.88 0.07
N 1.7229 -0.6020 0.1177 0.77 1.27 -0.04
C 2.1430 -1.7813 0.8266 1.50 -2.24 -2.34
C 0.6798 0.7339 0.6242 -1.11 -0.72 0.83
O 1.6016 1.7548 0.5203 0.38 0.89 0.66
H -2.4544 1.8199 0.5568 -1.04 1.08 -0.68
H -1.4393 1.1078 1.5473 2.07 -0.17 2.02
H -3.0599 0.4330 1.4633 -0.63 0.23 1.02
H -1.5298 -1.0152 0.1587 0.39 -1.25 0.50
H -2.9304 -0.2903 -0.6158 -0.63 -0.68 -0.43
H -1.8447 1.0601 -1.9275 1.75 0.68 0.79
H -0.6744 -0.2780 -1.8848 0.08 -0.42 -0.64
H 2.6581 -0.3634 -1.6812 1.69 -0.17 -1.30
H 1.7045 -1.8377 1.7747 -1.09 -0.18 1.13
H 2.0400 -2.7755 0.1844 -0.24 2.18 1.34
H 3.2273 -1.6943 0.9945 -0.28 0.09 -0.08
```
Positions in Å, forces in eV/Å.

Output
Total charge: +1
2S+1: 1
Gap between HOMO and LUMO, eV: 9.06
Highest occupied orbital energy, eV: -14.27
SMILES: CCCN1[C@@]23C=[N+](C)[C@@]12O3

Respective energy relative to the best compared isomer or geometry (same formula, charge and spin) values: 4.602, 2.218, 5.673, 7.296, 5.433, 5.759, 5.979, 8.058 eV.